{"formula": "C2H3IN2O", "method": "wB97M-V/def2-TZVPD", "elements": ["C", "C", "N", "I", "N", "O", "H", "H", "H"], "coordinates": [[1.1331, 1.0560, -0.1568], [0.5964, -0.0656, 0.1531], [-1.1252, -0.3362, -0.1332], [-2.4660, 1.1908, -0.0322], [-1.4422, -1.5603, -0.2218], [-0.7004, -2.5549, -0.1629], [2.1693, 1.1659, 0.2366], [0.6853, 1.9102, -0.4867], [1.1497, -0.8059, 0.8040]], "e_above_lowest_ev": 5.210, "homo_energy_ev": -8.7, "smiles": "C=CN(I)N=O", "gap_ev": 7.6, "energy_ha": -560.2591, "charge": 0}